# 1
{
  "formula": "C69H75F3InN7O3P3SSb",
  "method": "ωB97M-V with the def2-TZVPD basis set",
  "symbols": ["In", "C", "C", "P", "C", "C", "C", "C", "C", "C", "C", "C", "C", "C", "C", "C", "P", "C", "C", "C", "C", "C", "C", "C", "C", "C", "C", "C", "C", "H", "H", "H", "H", "H", "H", "H", "H", "H", "H", "H", "H", "H", "H", "H", "H", "H", "H", "H", "H", "H", "H", "H", "H", "F", "C", "F", "F", "C", "C", "C", "C", "C", "C", "Sb", "C", "C", "C", "C", "C", "C", "C", "C", "C", "C", "C", "C", "H", "H", "H", "H", "H", "H", "H", "H", "H", "H", "H", "H", "H", "H", "H", "N", "P", "N", "C", "C", "C", "C", "C", "N", "C", "C", "C", "C", "C", "N", "C", "C", "C", "C", "C", "H", "H", "H", "H", "H", "H", "H", "H", "H", "H", "H", "H", "H", "H", "H", "H", "H", "H", "H", "H", "H", "H", "H", "H", "H", "H", "H", "H", "H", "H", "O", "S", "O", "O", "C", "N", "C", "C", "C", "N", "C", "C", "C", "N", "C", "C", "H", "H", "H", "H", "H", "H"],
  "coordinates": [[-0.10, 0.40, -1.37], [-1.25, -1.36, 2.13], [-2.26, -0.71, 3.08], [-2.20, 1.16, 2.93], [-3.68, 1.44, 1.85], [-3.48, 2.01, 0.60], [-4.56, 2.34, -0.21], [-5.85, 2.06, 0.21], [-6.05, 1.45, 1.44], [-4.98, 1.15, 2.26], [-2.92, 1.64, 4.56], [-3.71, 0.82, 5.37], [-4.17, 1.28, 6.59], [-3.83, 2.55, 7.04], [-3.04, 3.36, 6.25], [-2.59, 2.91, 5.02], [-1.69, -2.98, 1.31], [-3.41, -2.53, 0.84], [-3.54, -1.66, -0.24], [-4.79, -1.31, -0.71], [-5.93, -1.80, -0.08], [-5.81, -2.65, 1.01], [-4.55, -3.03, 1.46], [-1.90, -4.17, 2.69], [-2.37, -3.88, 3.97], [-2.41, -4.88, 4.94], [-1.99, -6.17, 4.65], [-1.52, -6.46, 3.37], [-1.47, -5.47, 2.41], [-0.29, -1.51, 2.63], [-1.06, -0.70, 1.27], [-2.01, -0.94, 4.11], [-3.27, -1.04, 2.85], [-2.46, 2.22, 0.27], [-4.39, 2.79, -1.18], [-6.69, 2.31, -0.42], [-7.06, 1.21, 1.76], [-5.17, 0.70, 3.22], [-3.98, -0.18, 5.05], [-4.79, 0.64, 7.21], [-4.18, 2.89, 8.00], [-2.76, 4.35, 6.60], [-1.97, 3.55, 4.40], [-2.65, -1.27, -0.71], [-4.88, -0.66, -1.57], [-6.91, -1.53, -0.45], [-6.69, -3.01, 1.51], [-4.46, -3.71, 2.30], [-2.71, -2.89, 4.22], [-2.78, -4.65, 5.93], [-2.02, -6.93, 5.41], [-1.19, -7.46, 3.14], [-1.10, -5.69, 1.42], [-1.15, 0.53, -4.26], [-1.77, 0.28, -3.10], [-2.21, -1.00, -3.17], [-2.87, 1.04, -3.08], [4.39, -5.10, -1.65], [4.10, -4.02, -2.47], [2.80, -3.53, -2.54], [1.79, -4.10, -1.76], [2.09, -5.18, -0.94], [3.38, -5.69, -0.90], [-0.21, -3.27, -1.78], [-0.44, -3.13, -3.92], [-1.35, -3.93, -4.60], [-1.56, -3.74, -5.96], [-0.88, -2.74, -6.64], [0.01, -1.93, -5.96], [0.22, -2.12, -4.60], [-1.12, -5.23, -1.68], [-0.53, -6.25, -2.43], [-1.07, -7.53, -2.43], [-2.20, -7.80, -1.68], [-2.81, -6.79, -0.95], [-2.28, -5.51, -0.96], [5.40, -5.47, -1.60], [4.88, -3.55, -3.05], [2.58, -2.70, -3.20], [1.32, -5.63, -0.34], [3.61, -6.54, -0.28], [-1.91, -4.70, -4.08], [-2.28, -4.36, -6.48], [-1.05, -2.59, -7.70], [0.53, -1.13, -6.47], [0.89, -1.45, -4.06], [0.35, -6.04, -3.02], [-0.61, -8.30, -3.02], [-2.62, -8.80, -1.66], [-3.71, -6.99, -0.38], [-2.77, -4.72, -0.41], [0.03, 2.22, -0.35], [0.70, 3.55, -0.82], [2.40, 3.59, -0.96], [2.90, 2.87, -2.13], [4.42, 3.00, -2.23], [5.10, 2.52, -0.95], [4.53, 3.28, 0.24], [3.02, 3.08, 0.27], [0.39, 4.77, 0.28], [1.28, 5.89, 0.57], [1.42, 6.09, 2.08], [0.06, 6.48, 2.68], [-1.10, 5.89, 1.86], [-0.70, 4.56, 1.25], [0.17, 4.14, -2.28], [-0.74, 3.39, -3.14], [-1.66, 4.34, -3.88], [-0.85, 5.25, -4.82], [0.55, 5.53, -4.25], [0.53, 5.48, -2.73], [2.43, 3.28, -3.02], [2.64, 1.80, -2.06], [4.68, 4.05, -2.40], [4.77, 2.43, -3.09], [6.18, 2.67, -1.02], [4.92, 1.45, -0.82], [4.76, 4.34, 0.14], [4.95, 2.92, 1.18], [2.57, 3.60, 1.12], [2.80, 2.01, 0.37], [0.87, 6.81, 0.14], [2.25, 5.70, 0.10], [2.16, 6.86, 2.28], [1.78, 5.16, 2.53], [-0.04, 7.57, 2.71], [0.00, 6.13, 3.71], [-1.36, 6.58, 1.04], [-1.99, 5.76, 2.48], [-1.54, 4.11, 0.72], [-0.39, 3.86, 2.03], [-1.32, 2.71, -2.51], [-0.18, 2.78, -3.87], [-2.21, 4.94, -3.15], [-2.40, 3.76, -4.45], [-1.39, 6.19, -4.97], [-0.75, 4.77, -5.80], [0.90, 6.51, -4.58], [1.26, 4.78, -4.61], [-0.19, 6.22, -2.34], [1.51, 5.72, -2.32], [10.06, -1.27, -0.52], [8.73, -1.82, -0.50], [7.94, -1.61, -1.70], [8.60, -3.15, 0.09], [7.80, -0.92, 0.81], [8.40, -0.43, 1.89], [7.60, -0.01, 2.86], [6.22, -0.06, 2.78], [5.69, -0.54, 1.59], [6.49, -0.98, 0.62], [4.25, -0.58, 1.22], [3.93, -1.16, -0.01], [2.62, -1.10, -0.44], [1.65, -0.54, 0.28], [1.94, -0.01, 1.46], [3.23, -0.01, 1.98], [8.10, 0.39, 3.74], [5.59, 0.27, 3.60], [4.71, -1.60, -0.61], [2.34, -1.50, -1.40], [1.12, 0.47, 1.99], [3.43, 0.45, 2.93]],
  "total_charge": 0,
  "lumo_energy_ev": -2.71,
  "energy_ev": -147907.51345,
  "e_homo_ev": -7.28,
  "e_above_lowest_kj_mol": 223.4,
  "gap_ev": 4.574
}


# 2
{
  "formula": "C69H75N9O23",
  "method": "ωB97M-V with the def2-TZVPD basis set",
  "symbols": ["C", "C", "C", "C", "C", "C", "N", "O", "O", "H", "H", "H", "H", "H", "C", "C", "C", "C", "C", "C", "N", "O", "O", "H", "H", "H", "H", "H", "C", "C", "C", "C", "C", "C", "N", "O", "O", "H", "H", "H", "H", "H", "C", "C", "C", "C", "C", "C", "N", "O", "O", "H", "H", "H", "H", "H", "C", "C", "C", "C", "C", "C", "N", "O", "O", "H", "H", "H", "H", "H", "C", "C", "C", "C", "C", "C", "N", "O", "O", "H", "H", "H", "H", "H", "C", "C", "C", "C", "C", "C", "N", "O", "O", "H", "H", "H", "H", "H", "C", "C", "C", "C", "C", "C", "N", "O", "O", "H", "H", "H", "H", "H", "C", "C", "C", "C", "C", "C", "N", "O", "O", "H", "H", "H", "H", "H", "C", "C", "O", "C", "H", "H", "H", "H", "H", "H", "C", "C", "O", "C", "H", "H", "H", "H", "H", "H", "C", "C", "O", "C", "H", "H", "H", "H", "H", "H", "C", "C", "O", "C", "H", "H", "H", "H", "H", "H", "C", "C", "O", "C", "H", "H", "H", "H", "H", "H"],
  "coordinates": [[-3.78, 2.47, 3.25], [-4.74, 3.18, 3.92], [-4.36, 4.38, 4.46], [-3.03, 4.85, 4.37], [-2.07, 4.06, 3.74], [-2.45, 2.89, 3.16], [-2.68, 6.03, 5.15], [-1.51, 6.29, 5.21], [-3.60, 6.69, 5.58], [-4.11, 1.56, 2.79], [-5.79, 2.90, 3.94], [-5.05, 4.98, 5.06], [-1.08, 4.46, 3.55], [-1.73, 2.39, 2.52], [0.39, -7.32, 1.00], [-0.21, -6.14, 0.63], [0.14, -5.54, -0.61], [1.04, -6.20, -1.45], [1.78, -7.30, -1.01], [1.40, -7.84, 0.23], [1.34, -5.58, -2.80], [0.56, -4.74, -3.23], [2.31, -5.96, -3.37], [0.06, -7.90, 1.82], [-0.91, -5.65, 1.28], [-0.28, -4.59, -0.87], [2.51, -7.71, -1.71], [1.86, -8.83, 0.44], [-1.35, -6.18, 4.50], [-2.58, -5.65, 4.08], [-2.59, -4.36, 3.63], [-1.39, -3.65, 3.49], [-0.16, -4.24, 3.73], [-0.13, -5.49, 4.26], [-1.43, -2.20, 3.08], [-2.52, -1.64, 3.03], [-0.35, -1.76, 2.79], [-1.27, -7.19, 4.90], [-3.46, -6.27, 4.27], [-3.46, -3.79, 3.32], [0.77, -3.71, 3.65], [0.74, -6.09, 4.52], [6.83, -0.54, -4.55], [5.52, -0.17, -4.23], [4.72, -0.97, -3.40], [5.24, -2.19, -2.92], [6.62, -2.45, -3.12], [7.41, -1.64, -3.94], [4.46, -3.03, -2.02], [3.25, -2.89, -1.95], [5.09, -3.84, -1.39], [7.38, 0.02, -5.30], [5.11, 0.70, -4.65], [3.70, -0.63, -3.21], [7.04, -3.34, -2.67], [8.46, -1.92, -4.07], [3.93, -0.02, 0.12], [5.29, -0.34, -0.10], [6.06, 0.58, -0.77], [5.48, 1.78, -1.24], [4.13, 2.03, -1.03], [3.31, 1.11, -0.35], [6.36, 2.88, -1.91], [5.85, 3.96, -2.07], [7.47, 2.52, -2.32], [3.36, -0.78, 0.62], [5.74, -1.29, 0.25], [7.11, 0.44, -0.96], [3.70, 2.92, -1.47], [2.22, 1.24, -0.24], [-0.23, -1.94, -5.35], [0.31, -1.36, -4.23], [1.22, -0.34, -4.37], [1.48, 0.24, -5.62], [0.91, -0.31, -6.76], [0.05, -1.37, -6.61], [2.41, 1.33, -5.69], [3.03, 1.57, -4.66], [2.50, 2.03, -6.67], [-0.95, -2.72, -5.28], [0.08, -1.68, -3.22], [1.66, 0.11, -3.48], [1.09, 0.12, -7.73], [-0.39, -1.76, -7.51], [1.12, 1.53, 3.74], [0.11, 1.62, 4.71], [0.28, 2.25, 5.95], [1.52, 2.88, 6.14], [2.53, 2.84, 5.22], [2.34, 2.16, 4.04], [1.77, 3.61, 7.39], [1.02, 3.50, 8.30], [2.77, 4.29, 7.43], [1.03, 0.92, 2.81], [-0.77, 1.05, 4.43], [-0.56, 2.29, 6.67], [3.46, 3.28, 5.44], [3.12, 2.11, 3.31], [2.21, 4.40, -3.09], [2.63, 5.47, -2.29], [2.20, 5.50, -0.94], [1.26, 4.56, -0.51], [0.81, 3.45, -1.33], [1.31, 3.39, -2.63], [0.58, 4.70, 0.75], [-0.03, 3.73, 1.22], [0.61, 5.82, 1.22], [2.62, 4.28, -4.12], [3.42, 6.17, -2.58], [2.48, 6.34, -0.33], [0.12, 2.67, -1.00], [1.10, 2.62, -3.34], [-5.98, 6.67, 1.28], [-4.63, 6.39, 1.43], [-4.07, 5.18, 0.93], [-4.94, 4.26, 0.33], [-6.29, 4.56, 0.14], [-6.81, 5.77, 0.63], [-4.35, 3.07, -0.33], [-3.13, 2.92, -0.21], [-5.11, 2.26, -0.83], [-6.49, 7.47, 1.77], [-4.04, 7.05, 2.04], [-3.03, 5.01, 1.18], [-6.93, 3.92, -0.46], [-7.87, 5.93, 0.50], [-1.15, 0.21, 0.50], [-0.18, -0.25, -0.49], [0.06, 0.44, -1.51], [0.64, -1.45, -0.19], [-0.56, 0.51, 1.41], [-1.87, -0.56, 0.75], [-1.68, 1.05, 0.11], [1.25, -1.63, -1.07], [-0.01, -2.28, 0.15], [1.28, -1.20, 0.64], [2.86, -3.78, 1.61], [3.38, -5.05, 2.26], [3.07, -5.45, 3.37], [4.28, -5.83, 1.35], [3.50, -3.31, 0.84], [2.71, -3.06, 2.41], [1.88, -3.98, 1.22], [4.00, -5.77, 0.31], [4.34, -6.85, 1.72], [5.25, -5.35, 1.39], [-2.98, -1.71, -2.08], [-2.60, -2.99, -1.38], [-2.19, -2.98, -0.22], [-2.74, -4.27, -2.12], [-2.51, -1.63, -3.06], [-2.78, -0.88, -1.41], [-4.05, -1.67, -2.26], [-3.72, -4.35, -2.56], [-2.38, -5.09, -1.47], [-2.06, -4.22, -3.00], [-7.27, 1.18, 1.37], [-6.59, -0.07, 0.77], [-7.20, -0.73, -0.05], [-5.16, -0.38, 1.09], [-7.78, 1.04, 2.31], [-8.07, 1.37, 0.65], [-6.62, 2.03, 1.53], [-4.86, -1.16, 0.38], [-5.09, -0.72, 2.11], [-4.46, 0.46, 0.95], [-2.37, 0.83, -3.82], [-1.59, 2.08, -4.26], [-0.77, 2.07, -5.14], [-1.94, 3.34, -3.48], [-2.11, 0.03, -4.47], [-3.37, 1.00, -3.51], [-1.86, 0.58, -2.86], [-2.08, 3.16, -2.43], [-2.93, 3.57, -3.91], [-1.22, 4.13, -3.67]],
  "total_charge": 0,
  "lumo_energy_ev": -1.06,
  "energy_ev": -133247.67929,
  "e_homo_ev": -9.51,
  "e_above_lowest_kj_mol": 0.0,
  "gap_ev": 8.451
}